1.
Density functional theory data (wB97M-V/def2-TZVPD) for C27H47N6O4SZr as an isolated structure.

```
86
Properties=species:S:1:pos:R:3:forces:R:3:mulliken_charge:R:1
Zr 1.67995 0.50174 -0.26222 -0.55 -0.44 1.63 -0.43
C -2.89202 1.36762 3.79988 0.06 -0.08 0.04 -2.02
C -2.24585 0.06247 3.32832 -0.22 0.00 -0.01 0.54
C -3.21804 -0.78835 2.49229 0.22 0.11 0.01 -1.52
C -3.87021 -0.24027 1.20540 -0.12 -0.15 0.15 1.49
C -4.55924 -1.41582 0.51660 -0.03 -0.06 -0.07 -1.82
C -4.90868 0.86015 1.41249 0.03 0.10 0.03 -1.86
N -2.74071 0.38661 0.30817 -0.12 -0.03 0.07 1.26
C -2.50289 -0.27306 -1.01109 0.09 0.01 -0.21 -0.94
C -1.59321 0.49911 -1.98047 -0.09 0.15 0.19 -1.39
N -0.17596 0.06315 -2.08372 0.53 0.03 -0.21 0.81
C 0.50316 1.08454 -2.92325 0.24 -0.15 -0.32 -1.06
C 2.03220 0.96102 -2.97266 -0.66 0.38 -1.54 0.73
O 2.65893 1.42166 -3.86953 0.11 -0.25 0.23 -0.51
O 2.57005 0.33472 -1.90721 0.68 -0.31 -0.92 -0.31
C -0.13295 -1.33353 -2.70161 0.11 -0.24 -0.09 0.86
C -0.10782 -1.35907 -4.23025 -0.11 0.11 0.13 -1.63
C 1.01197 -2.19036 -2.14513 -0.31 0.24 0.16 -2.07
C 0.91654 -2.60445 -0.65994 0.04 -0.39 -0.23 1.40
C -0.10415 -3.74285 -0.54003 -0.01 -0.03 0.04 -1.59
C 2.29287 -3.08426 -0.20248 -0.21 0.11 0.03 -1.43
N 0.48625 -1.40993 0.21909 -0.14 -0.39 0.17 2.25
C -0.06828 -1.90250 1.52212 0.07 0.19 0.35 -1.14
C -0.05919 -0.92596 2.69030 -0.11 -0.02 -0.20 -2.25
N -0.92837 0.27497 2.62117 0.07 0.08 0.13 0.61
C -0.20056 1.36943 3.28181 0.20 -0.17 -0.16 -1.25
C 0.01949 2.53309 0.91885 0.14 0.21 1.59 0.78
O -0.88103 3.26042 1.17273 -0.04 -0.15 -0.39 -0.48
O 0.29390 1.90249 -0.18083 -0.81 0.80 -0.66 -0.09
H -3.93063 1.17333 4.06099 -0.01 0.02 -0.02 0.38
H -2.86656 2.15079 3.04040 -0.04 0.01 0.02 0.48
H -2.41946 1.75005 4.70287 0.03 0.03 -0.03 0.48
H -2.04335 -0.53460 4.22642 0.02 -0.01 -0.02 0.43
H -4.03781 -1.04348 3.16539 -0.05 -0.05 -0.07 0.72
H -2.73992 -1.74085 2.25081 -0.06 -0.01 0.02 0.39
H -5.29760 -1.81404 1.21295 0.01 0.04 0.03 0.47
H -3.88789 -2.24125 0.27432 0.03 0.03 0.01 0.36
H -5.11175 -1.12127 -0.37499 0.01 0.00 0.01 0.43
H -5.63785 0.54549 2.15815 0.01 -0.03 0.00 0.38
H -5.46019 1.04203 0.48782 0.04 0.00 -0.03 0.47
H -4.48152 1.80322 1.74953 0.00 -0.02 0.00 0.45
H -3.02220 1.35276 0.13220 0.06 0.06 0.02 0.72
H -1.89052 0.44266 0.91159 -0.03 0.03 -0.08 -1.06
H -3.47643 -0.36017 -1.48447 0.00 -0.03 0.03 0.65
H -2.16423 -1.29208 -0.82635 -0.06 0.03 0.05 0.01
H -1.60664 1.55800 -1.71631 0.02 -0.01 -0.03 0.64
H -2.04787 0.42135 -2.97144 0.03 0.00 -0.03 0.48
H 0.29751 2.07614 -2.51710 -0.07 0.00 0.03 0.42
H 0.15118 1.08957 -3.95360 -0.02 0.00 -0.01 0.76
H -1.06936 -1.81236 -2.40588 0.02 0.04 0.04 0.13
H 0.85505 -1.04453 -4.63376 0.00 0.02 -0.03 0.43
H -0.89874 -0.74563 -4.66407 0.05 0.01 -0.04 0.36
H -0.28820 -2.38048 -4.56233 0.02 -0.01 0.01 0.47
H 1.96432 -1.72439 -2.34787 0.23 0.12 -0.10 0.17
H 1.03121 -3.11408 -2.72295 -0.03 -0.03 0.04 0.94
H 0.11899 -4.49791 -1.29201 0.02 0.01 0.01 0.45
H -1.13018 -3.40826 -0.71532 0.00 -0.01 -0.02 0.28
H -0.06642 -4.24350 0.42605 -0.04 0.01 -0.03 0.41
H 2.57072 -3.97398 -0.76685 0.03 0.02 -0.03 0.48
H 2.30187 -3.36533 0.85186 0.04 0.00 0.00 0.26
H 3.05833 -2.32592 -0.38983 0.05 -0.02 0.04 0.25
H -0.30455 -1.01013 -0.28721 -0.01 -0.17 0.12 -1.34
H 0.54607 -2.73692 1.85411 -0.01 -0.04 -0.08 0.91
H -1.06842 -2.29590 1.35084 0.06 -0.05 -0.08 0.52
H 0.97204 -0.58789 2.79441 0.05 0.01 0.14 0.44
H -0.29720 -1.50522 3.58959 0.03 0.00 0.01 0.54
H 0.20109 1.08580 4.25953 0.02 0.02 0.00 0.41
H -0.81010 2.25710 3.38591 -0.02 -0.01 0.05 0.74
N 4.08896 -0.66551 1.86929 -0.09 0.10 -0.09 -0.26
C 3.67714 0.16789 0.92356 0.83 0.00 0.22 0.37
S 1.19412 1.92427 2.25840 -0.40 0.28 -0.28 -0.31
N 4.60165 0.99778 0.44477 0.01 -0.08 0.01 0.07
C 4.29073 2.01991 -0.50048 -0.10 0.35 0.14 -0.25
C 3.19714 2.85332 -0.22943 0.29 -0.26 0.09 0.32
C 2.84566 3.84437 -1.15231 -0.01 0.08 -0.11 -1.24
C 3.58642 4.00098 -2.30904 -0.12 0.07 0.07 -0.69
C 4.69101 3.18584 -2.54477 0.07 -0.08 0.05 -0.72
C 5.04476 2.18837 -1.64899 0.12 -0.01 0.04 -0.48
H 3.49663 -1.36231 2.28275 -0.11 -0.02 -0.07 0.21
H 5.03960 -0.64352 2.21594 0.05 -0.06 0.09 0.22
H 5.56990 0.94341 0.74854 0.05 -0.04 0.01 0.33
H 2.83100 2.90737 0.78953 0.01 0.03 0.01 1.57
H 2.04965 4.54146 -0.92024 -0.04 -0.05 -0.01 0.57
H 3.32949 4.78116 -3.01254 0.02 0.00 -0.01 0.48
H 5.27822 3.32217 -3.44286 0.00 0.00 0.00 0.44
H 5.89898 1.55218 -1.84428 -0.03 -0.03 -0.02 0.50
```
Forces are in eV/Å.

Calculated values
* 2S+1: 1
* F_max: 1.781 eV Å⁻¹
* total energy: -57986.755 eV
* orbital gap: 8.20 eV
* HOMO energy: -17.3 eV
* charge: +3

2.
Density functional theory data (wB97M-V/def2-TZVPD) for C27H47O5PdSi as an isolated structure.

```
81
Properties=species:S:1:pos:R:3:forces:R:3:mulliken_charge:R:1
Pd -1.14129 -1.01120 0.79483 0.29 -0.31 0.40 0.22
C -1.42107 0.82258 2.14969 -0.45 -0.51 0.79 0.32
C -2.67284 0.59335 1.47633 -0.37 0.00 0.94 -1.12
C -3.21331 -0.63535 1.96142 -0.05 0.67 -0.11 0.32
H -3.13931 1.28955 0.78730 0.14 -0.35 -0.01 0.30
C -2.28573 -1.19426 2.88746 -0.37 0.22 0.17 -1.07
C -1.17272 -0.29624 3.01314 -0.41 1.38 -0.17 -0.32
H -0.27930 -0.41769 3.62138 -0.35 -0.05 -0.15 0.50
H -0.78454 1.68923 2.01708 -0.15 -0.40 -0.10 0.04
H -4.18437 -1.04266 1.70155 0.37 -0.02 -0.07 0.32
H -2.42179 -2.12982 3.42464 0.05 0.27 -0.20 0.52
C 0.59168 -2.21750 0.01138 -0.17 -0.76 0.42 -1.19
C 0.91246 -1.95944 1.39457 -0.08 -0.96 -0.06 0.61
C 0.04030 -2.76180 2.19457 1.22 0.11 -0.15 -1.26
H 1.68240 -1.27492 1.73872 -0.30 -0.28 -0.15 0.24
C -0.84361 -3.46410 1.33461 0.06 -0.23 -0.92 -0.40
C -0.51686 -3.13421 -0.01579 0.55 -0.08 0.06 -0.46
H -0.96416 -3.54675 -0.91502 -0.02 0.14 0.29 0.39
H 1.10981 -1.80213 -0.84642 -0.23 -0.03 0.17 0.32
H 0.09533 -2.85214 3.27946 -0.17 0.10 -0.37 0.45
H -1.60157 -4.18260 1.63640 0.17 0.32 -0.05 0.86
O -2.30104 -0.34082 -1.57322 0.38 0.35 -0.34 -0.22
C -4.91399 -4.29775 0.01302 1.56 1.59 -0.56 0.67
C -5.22171 -3.16181 -0.74107 0.10 -1.05 0.89 -1.76
C -4.76462 -4.00637 1.52878 0.00 0.10 -0.58 -0.28
C -3.75430 -5.11377 -0.67103 -0.51 0.45 0.12 -0.76
C -3.41614 -0.85766 -1.59248 -0.78 -0.63 0.28 -0.45
H -5.67152 -2.27391 -0.29972 -0.18 -0.25 -0.12 0.44
H -5.03109 -3.14595 -1.80656 -0.18 0.04 0.06 0.63
H -3.69478 -1.66896 -2.24100 -0.07 -0.47 -0.93 0.17
H -4.16851 -0.69537 -0.82413 -0.42 0.47 0.44 0.13
H -5.20314 -4.72163 2.25569 0.22 0.23 -0.52 0.37
H -5.22779 -3.00186 1.68062 0.33 -0.78 0.28 0.22
H -3.65964 -3.92264 1.72490 -0.94 0.03 0.11 -0.40
H -3.99307 -6.12317 -1.05391 0.01 0.34 0.36 0.33
H -2.88385 -5.18583 0.02884 -0.59 -0.07 -0.51 0.04
H -3.44392 -4.47908 -1.53984 0.06 -0.73 0.58 0.20
C -0.39425 4.26947 -0.21708 -0.01 0.18 0.12 -1.56
C 0.12871 3.51795 -1.43322 0.38 -0.44 0.00 2.13
C -1.02156 2.82724 -2.16114 -0.18 -0.12 -0.05 -1.43
C 0.82907 4.46929 -2.39160 0.12 0.22 -0.04 -1.86
O 1.18031 2.61660 -0.99628 -0.15 0.84 -0.12 0.50
Si 1.15101 1.03619 -0.57213 -1.31 -0.31 0.00 -3.14
O -0.32084 0.54542 -0.32706 0.79 0.80 -0.50 1.68
O 1.86953 0.16008 -1.76728 0.96 -0.10 -0.48 -0.51
C 3.21175 0.16309 -2.30085 -0.74 0.10 0.25 1.94
C 3.12381 -0.53894 -3.65132 -0.03 -0.09 -0.11 -1.81
C 3.73887 1.57929 -2.50586 0.21 0.23 -0.06 -1.44
C 4.13072 -0.60121 -1.35749 0.19 -0.12 0.13 -1.38
O 2.02524 0.79299 0.79877 1.08 0.68 0.91 1.32
C 2.68251 1.62276 1.77688 -0.32 -0.49 -0.77 2.07
C 3.33883 0.65627 2.75178 0.19 -0.04 0.11 -1.84
C 3.72989 2.48891 1.09545 0.29 0.22 0.12 -1.58
C 1.69970 2.51361 2.52100 -0.11 0.19 0.15 -1.45
H -1.12605 5.02328 -0.53439 0.10 -0.10 0.09 0.52
H 0.43494 4.78284 0.28716 -0.16 -0.08 -0.03 0.25
H -0.88492 3.59105 0.49275 0.12 0.05 -0.20 0.11
H -1.76086 3.58567 -2.46177 0.21 -0.09 0.06 0.48
H -0.66187 2.33740 -3.07380 -0.04 -0.03 0.19 0.29
H -1.52345 2.07578 -1.54304 0.21 0.02 -0.12 0.14
H 1.64565 4.98893 -1.87487 -0.10 -0.06 -0.12 0.29
H 1.24862 3.91192 -3.23976 -0.13 0.12 0.21 0.31
H 0.11804 5.20996 -2.77033 0.10 -0.01 -0.02 0.43
H 2.45002 0.01040 -4.32055 0.11 -0.11 0.17 0.36
H 4.11644 -0.58740 -4.11316 -0.10 -0.03 0.01 0.40
H 2.73923 -1.55895 -3.53395 0.04 0.19 0.01 0.33
H 3.85638 2.11683 -1.55534 -0.17 -0.14 -0.32 0.17
H 4.73010 1.51913 -2.97761 -0.16 0.04 0.06 0.56
H 3.07947 2.15374 -3.16895 0.09 -0.12 0.24 0.09
H 4.16649 -0.12351 -0.36989 -0.08 -0.14 -0.25 0.03
H 3.77863 -1.63260 -1.23305 0.06 0.18 0.00 0.31
H 5.14683 -0.61965 -1.77336 -0.13 -0.07 0.10 0.47
H 4.04268 -0.00026 2.22340 -0.16 0.12 0.11 0.31
H 3.88722 1.22318 3.51159 -0.02 -0.14 0.00 0.41
H 2.58455 0.03478 3.25151 0.14 0.15 -0.10 0.31
H 3.26609 3.16443 0.36589 0.06 -0.22 0.13 0.10
H 4.23026 3.09716 1.85918 0.05 -0.03 -0.15 0.58
H 4.48664 1.86803 0.59933 -0.17 0.15 0.07 0.32
H 1.18064 3.19359 1.83359 0.08 -0.23 0.12 -0.01
H 0.96739 1.91586 3.07517 0.13 0.10 -0.12 0.27
H 2.25719 3.12409 3.24548 -0.16 -0.09 -0.10 0.57
```
Forces are in eV/Å.

Calculated values
* expectation value of S²: 6.029
* 2S+1: 5
* F_max: 2.298 eV Å⁻¹
* total energy: -50354.748 eV
* orbital gap (alpha / beta): 2.75 / 5.91 eV
* HOMO energy (alpha / beta): -0.2 / -4.6 eV
* charge: -1

3.
Density functional theory data (wB97M-V/def2-TZVPD) for an isolated ion of composition C27H48BClFN2O5 and charge +1.

```
85
Properties=species:S:1:pos:R:3:forces:R:3:mulliken_charge:R:1
C 3.84680 -1.43474 2.88987 0.01 -0.09 -0.05 -0.88
C 3.23961 -2.77585 2.47893 -0.07 -0.05 0.22 -0.11
O 3.72271 -3.14485 1.20216 -0.06 0.26 -0.11 -0.37
C 2.83550 -3.92916 0.43619 -0.06 -0.10 0.00 -0.23
C 3.28098 -3.93577 -1.02496 -0.10 -0.06 0.13 -0.85
C 3.72383 -2.57022 -1.57325 -0.17 -0.18 -0.12 -0.97
C 2.59333 -1.74521 -2.20318 0.02 -0.02 0.33 -0.86
C 1.91735 -0.90470 -1.11149 0.36 -0.07 0.13 0.15
C 0.72042 -0.10576 -1.59117 0.14 -0.36 -0.18 -0.33
C -0.41213 -0.97348 -2.14070 -0.17 0.16 -0.24 -0.54
Cl -0.61937 -2.53796 -1.28772 0.02 -0.08 0.01 -0.17
O -1.66272 -0.36751 -2.11067 0.02 0.09 0.47 -0.58
C -1.79105 1.05660 -2.19346 -0.17 -0.24 -0.03 0.33
C -3.26819 1.38934 -1.92369 0.06 0.02 -0.24 -1.08
C -4.24501 0.22706 -2.11534 -0.43 0.08 0.16 -0.06
O -5.54821 0.69791 -1.73888 0.11 -0.15 -0.12 -0.56
C -4.34919 -0.22504 -3.56674 -0.09 -0.35 -0.04 -0.84
N -4.82625 -1.59580 -3.77790 0.27 0.08 0.35 -0.69
C -0.73114 1.82682 -1.33245 0.08 0.21 -0.38 -0.48
C -1.17051 3.13111 -0.62556 -0.09 0.15 0.06 -2.27
C -1.64030 3.23298 0.82727 -0.02 0.00 -0.03 1.13
C -1.41561 4.61717 1.39537 -0.13 -0.10 -0.02 -1.81
F -3.02168 2.96117 0.86685 0.17 -0.03 0.13 -0.41
N 0.21574 0.88665 -0.55680 0.04 0.09 -0.27 1.09
C -0.28933 0.18183 0.68372 -0.19 -0.23 0.42 -0.39
C -1.77833 -0.11719 0.84615 -0.17 -0.16 0.11 0.24
C -2.00614 -0.50222 2.29291 -0.08 0.07 -0.06 -1.15
C -2.58671 0.37937 3.19998 0.09 0.00 -0.13 -0.09
C -2.77942 -0.00029 4.51792 -0.08 0.07 0.13 -0.87
C -2.39729 -1.26150 4.94696 -0.01 0.01 0.10 -0.50
C -1.81558 -2.14409 4.05080 0.00 -0.07 0.01 -0.90
C -1.62572 -1.76504 2.73222 0.09 -0.06 -0.07 -0.07
B 1.39055 1.87148 -0.21090 -0.12 0.36 0.22 0.91
O 1.36466 2.55926 0.96922 0.43 -0.39 -0.15 -0.56
O 2.23373 2.11059 -1.20999 -0.06 -0.14 0.07 -0.47
C 3.47103 2.83636 -1.01287 0.24 0.30 -0.21 -0.32
C 4.43371 2.11850 -0.09654 0.23 0.16 -0.06 -1.03
H 3.11186 -0.62850 2.83771 0.03 0.02 -0.06 0.04
H 4.23546 -1.46187 3.90646 -0.02 0.02 0.00 0.39
H 4.67218 -1.19958 2.21788 0.03 0.00 0.03 0.27
H 2.14454 -2.70787 2.45046 -0.02 0.00 -0.01 0.10
H 3.48495 -3.55002 3.21263 0.03 -0.05 -0.05 0.43
H 2.79694 -4.95916 0.81147 0.02 0.01 0.02 0.49
H 1.81364 -3.53062 0.53545 0.03 0.06 -0.05 -0.06
H 4.09083 -4.65578 -1.15034 0.05 0.07 0.10 0.32
H 2.43450 -4.32922 -1.59711 0.10 -0.01 -0.11 0.35
H 4.50756 -2.73767 -2.31118 0.00 0.06 -0.01 0.56
H 4.15136 -2.00321 -0.74545 0.26 0.01 -0.10 0.41
H 2.99477 -1.07747 -2.97016 -0.08 -0.02 -0.05 0.44
H 1.88359 -2.43186 -2.66721 -0.04 0.11 -0.14 0.29
H 1.67046 -1.55418 -0.27208 -0.11 -0.01 -0.10 -0.45
H 2.69022 -0.21981 -0.75293 -0.11 0.05 0.07 0.10
H 1.06343 0.49142 -2.43886 -0.09 0.15 0.13 0.57
H -0.14518 -1.25697 -3.16191 0.01 -0.04 0.04 0.83
H -1.58807 1.33554 -3.23287 0.13 0.01 0.03 0.69
H -3.42747 1.81172 -0.93990 0.04 -0.05 0.18 0.15
H -3.57816 2.15836 -2.63838 0.04 0.06 0.10 0.70
H -3.99324 -0.62336 -1.47819 0.23 0.00 -0.06 0.30
H -5.70370 0.51110 -0.80922 0.01 0.04 0.04 0.37
H -3.37310 -0.14040 -4.04560 -0.06 0.09 -0.13 0.29
H -5.05133 0.45285 -4.05586 0.13 0.17 -0.04 0.45
H -4.04297 -2.23630 -3.72016 -0.01 -0.03 -0.03 0.28
H -5.44890 -1.86327 -3.02244 -0.22 0.06 -0.16 0.28
H -0.02648 2.20438 -2.07814 -0.10 -0.06 0.00 0.82
H -0.36549 3.86121 -0.74866 0.10 -0.15 0.09 0.68
H -1.98576 3.54533 -1.22468 0.03 -0.05 -0.07 0.74
H -1.16353 2.50855 1.48285 -0.04 -0.14 -0.04 -0.07
H -1.77461 4.65155 2.42342 -0.04 0.04 -0.04 0.43
H -0.35178 4.85189 1.39748 0.01 0.01 -0.03 0.33
H -1.95508 5.35894 0.80605 0.04 0.04 0.00 0.42
H 0.02445 0.74470 1.55999 -0.06 0.20 -0.17 0.97
H 0.24834 -0.76217 0.74695 0.02 0.05 -0.09 -0.36
H -2.41313 0.72275 0.58609 0.05 0.21 0.02 0.44
H -2.08305 -0.95095 0.22016 0.09 0.06 -0.12 0.48
H -2.91091 1.35977 2.87576 -0.03 0.05 -0.08 0.41
H -3.24655 0.69350 5.20597 0.02 -0.05 0.01 0.44
H -2.56266 -1.55722 5.97440 0.01 -0.01 0.00 0.41
H -1.52544 -3.13580 4.36977 0.00 -0.02 0.03 0.43
H -1.19096 -2.46841 2.02907 -0.01 -0.01 -0.02 0.46
H 1.58230 2.07424 1.77143 -0.17 0.14 0.14 0.29
H 3.91048 2.92248 -2.00586 -0.11 -0.02 0.01 0.39
H 3.24960 3.84771 -0.66852 -0.11 -0.12 0.12 0.33
H 5.34288 2.72230 -0.04442 -0.02 -0.05 0.02 0.45
H 4.72353 1.14693 -0.49891 -0.11 -0.04 0.06 0.23
H 4.06961 2.01661 0.92525 -0.10 -0.07 -0.03 0.26
```
Forces are in eV/Å.

Calculated values
* structure (SMILES): CCOCCCCC[C@H]1[C@@H](Cl)O[C@@H](C[C@@H](O)CN)[C@@H](C[C@@H](C)F)[N@+]1(CCc1ccccc1)B(O)OCC
* 2S+1: 1
* F_max: 0.599 eV Å⁻¹
* total energy: -57907.845 eV
* orbital gap: 8.83 eV
* HOMO energy: -11.3 eV
* charge: +1

Q: Which of these has the lowest F_max?
A: C27H48BClFN2O5

Q: The lowest F_max belongs to which entry?
A: C27H48BClFN2O5

Q: The lowest charge belongs to which entry?
A: C27H47O5PdSi